Density functional theory data (the ωB97M-V functional and the def2-TZVPD basis) for a molecular structure, C39H36CrN5O5Te at a distorted geometry.

```
87
Properties=species:S:1:pos:R:3:forces:R:3
Cr -0.4153 0.4140 0.1219 1.4 1.8 0.2
O -4.5380 -3.6955 -3.3696 -0.1 0.1 -0.1
C -4.7597 -2.5198 -3.0657 0.4 0.2 0.5
O -5.5942 -1.6659 -3.3887 -0.1 -0.1 -0.1
C -3.7106 -1.9441 -2.0307 -0.5 -0.2 -0.5
C -4.0572 -0.8823 -1.2059 0.2 0.2 0.3
C -3.0755 -0.3135 -0.4158 0.0 -0.3 -0.3
N -1.8018 -0.7357 -0.4864 -1.3 -1.1 -0.4
C -1.4777 -1.8170 -1.2128 -0.5 0.2 -0.2
C -2.4216 -2.4566 -1.9962 0.4 0.1 0.3
C -0.0658 -2.1717 -1.0545 0.5 0.1 0.2
C 0.4952 -3.3447 -1.5439 -0.2 0.0 -0.1
C 1.8245 -3.6201 -1.2912 0.1 0.2 0.2
C 2.5621 -2.7017 -0.5494 0.0 -0.3 -0.1
C 1.9417 -1.5520 -0.1086 0.0 0.3 0.0
N 0.6553 -1.2691 -0.3416 0.6 -1.3 -0.6
C -3.2381 0.7862 0.5401 0.1 0.3 0.4
C -4.4723 1.2406 0.9827 0.0 -0.2 -0.2
C -4.5303 2.2298 1.9448 0.3 0.0 0.1
C -3.3365 2.7347 2.4449 -0.3 0.0 0.0
C -2.1477 2.2336 1.9608 0.3 0.1 -0.2
N -2.0704 1.2823 1.0213 -1.1 0.4 0.5
H -5.0705 -0.5046 -1.2405 0.0 0.0 -0.1
H -2.1888 -3.3234 -2.6002 -0.1 0.0 0.0
H -0.1229 -4.0307 -2.1061 0.0 0.0 0.0
H 2.2776 -4.5347 -1.6495 0.0 0.0 0.0
H 3.5997 -2.8874 -0.3071 0.0 0.1 0.0
H 2.4901 -0.8064 0.4528 0.0 0.0 0.0
H -5.3733 0.7939 0.5865 0.0 0.0 0.0
H -5.4819 2.5884 2.3119 0.0 0.0 0.0
H -3.3316 3.5085 3.1992 0.1 0.0 0.0
H -1.2051 2.6120 2.3345 0.0 0.0 0.0
O 0.8841 2.7377 0.1769 0.0 -0.1 0.3
C 0.1773 3.9226 -0.1322 0.0 -0.2 0.1
C -1.0606 3.6262 -0.9403 0.0 -0.1 0.0
C -2.0213 4.5949 -1.1923 0.0 0.0 -0.1
C -3.0880 4.2695 -2.0139 0.1 0.0 0.0
C -3.1446 2.9975 -2.5669 0.0 -0.1 -0.1
C -2.1495 2.0927 -2.2442 0.0 0.1 0.0
N -1.1396 2.3891 -1.4187 -0.2 0.0 -0.2
H 1.2858 2.3762 -0.6381 0.0 -0.1 -0.1
H 0.8200 4.6092 -0.6914 0.0 0.1 0.0
H -0.0846 4.4080 0.8095 0.0 0.0 0.0
H -1.9232 5.5829 -0.7598 0.0 0.0 0.0
H -3.8514 5.0019 -2.2409 0.0 0.0 0.0
H -3.9433 2.7061 -3.2352 0.0 0.0 0.0
H -2.1350 1.0941 -2.6617 -0.1 0.0 0.0
Te 0.9985 0.7732 2.6678 0.3 -0.5 1.0
C 2.7365 0.1342 3.7614 -0.2 0.3 -0.4
C 3.4298 -1.0239 3.4391 -0.1 -0.1 -0.1
C 4.5239 -1.4080 4.2002 0.0 0.0 0.0
C 4.9302 -0.6350 5.2781 0.0 0.0 0.0
C 4.2399 0.5260 5.5946 0.1 0.0 0.0
C 3.1450 0.9133 4.8361 -0.1 0.1 0.0
C -0.1825 -0.8019 3.4889 0.0 0.3 -0.1
C -1.0743 -0.5207 4.5175 0.0 0.1 0.0
C -1.8147 -1.5435 5.0928 0.0 0.0 0.0
C -1.6618 -2.8485 4.6475 0.0 0.0 0.0
C -0.7780 -3.1285 3.6152 0.0 0.0 0.0
C -0.0435 -2.1069 3.0314 0.0 0.0 -0.1
H 3.1137 -1.6414 2.6066 0.0 0.0 0.0
H 5.0597 -2.3150 3.9512 0.0 0.0 0.0
H 5.7813 -0.9386 5.8728 0.0 0.0 0.0
H 4.5506 1.1293 6.4374 0.0 0.0 0.0
H 2.6023 1.8162 5.0859 0.0 0.0 0.0
H -1.1829 0.4958 4.8759 0.0 0.0 0.0
H -2.5043 -1.3240 5.8975 0.0 0.0 0.0
H -2.2275 -3.6479 5.1072 0.0 0.0 0.0
H -0.6581 -4.1460 3.2657 0.0 0.0 0.0
H 0.6443 -2.3346 2.2265 0.0 0.0 0.0
O 0.0837 0.1795 -2.6956 0.3 -0.1 -0.2
C 1.2099 0.6534 -2.7583 0.1 0.3 0.1
O 1.8809 1.2366 -1.8333 0.0 -0.3 -0.3
C 1.9805 0.5600 -4.1146 -0.6 -0.3 0.2
N 3.4041 0.8853 -3.7803 -0.2 0.2 0.5
C 4.1473 -0.4063 -3.7874 0.1 -0.4 -0.2
C 3.4648 -1.2015 -4.8921 -0.1 0.1 0.0
C 1.9790 -0.8538 -4.7156 0.2 0.0 -0.1
H 1.5627 1.3062 -4.7877 0.1 0.1 0.0
H 3.2413 1.2804 -2.7920 0.2 -0.1 -0.4
H 3.8245 1.5657 -4.4052 0.0 0.0 0.0
H 3.9902 -0.8800 -2.8185 0.0 0.1 0.1
H 5.2103 -0.2436 -3.9463 0.0 0.1 0.1
H 3.6605 -2.2679 -4.8039 0.0 0.0 0.0
H 3.8218 -0.8669 -5.8678 0.0 0.0 0.0
H 1.4859 -1.5415 -4.0285 0.0 0.0 0.0
H 1.4390 -0.8853 -5.6580 0.0 0.0 0.0
```
Positions in Å, forces in eV/Å.

The spin multiplicity is 5. For the gap between HOMO and LUMO (spin up / spin down), the calculation gives 6.5 / 6.3 eV. The calculation puts the HOMO energy (spin up / spin down) at -9.70 / -9.68 eV. The value obtained for the max |F| is 2.3 eV Å⁻¹. The total charge is +1.

Density functional theory data (the ωB97M-V functional and the def2-TZVPD basis) for a molecular structure, C25H23BN2O5Re.

```
57
Properties=species:S:1:pos:R:3:forces:R:3
Re 0.6410 -0.9623 -0.8697 0.3 -0.1 0.0
C 3.1924 0.6698 -2.0253 0.0 0.0 0.0
O 1.7571 0.5707 -1.8106 0.1 -0.1 -0.1
C 0.9725 1.7159 -2.0286 0.0 0.0 0.0
C 1.4881 2.9381 -2.3921 0.0 0.0 0.0
C 0.5962 3.9867 -2.5954 0.0 0.0 0.0
C -0.7696 3.8061 -2.4338 0.0 0.0 0.0
C -1.2744 2.5720 -2.0602 0.0 -0.1 0.0
C -0.3956 1.5183 -1.8566 0.0 0.1 0.1
N -0.7922 0.2102 -1.4307 0.3 -0.2 0.2
N -2.0902 0.0126 -1.4694 -0.4 -0.4 0.1
C -2.6657 -1.0864 -1.0103 0.2 0.3 -0.2
C -1.9850 -2.1955 -0.3499 0.5 0.0 -0.1
O -0.6902 -2.2328 -0.2541 -0.5 0.3 0.0
C -2.7222 -3.2420 0.2236 -0.3 -0.2 0.1
C -4.0817 -3.2506 0.1239 0.3 -0.1 0.1
C -4.8109 -2.2275 -0.5535 0.0 0.1 -0.1
C -6.2035 -2.2973 -0.6524 0.0 0.1 0.0
C -6.9034 -1.3106 -1.3208 0.0 -0.1 0.1
C -6.2171 -0.2460 -1.8977 0.1 0.0 0.0
C -4.8382 -0.1583 -1.8062 -0.1 0.0 0.0
C -4.1162 -1.1431 -1.1295 -0.1 0.0 0.0
H 3.6186 1.3115 -1.2577 0.0 0.0 0.0
H 3.3713 1.0555 -3.0252 0.0 0.0 0.0
H 3.5796 -0.3414 -1.9489 0.0 0.0 0.0
H 2.5484 3.0980 -2.5170 0.0 0.0 0.0
H 0.9838 4.9547 -2.8812 0.0 0.0 0.0
H -1.4455 4.6345 -2.5914 0.0 0.0 0.0
H -2.3324 2.4185 -1.9129 0.0 0.0 0.0
H -2.1816 -4.0271 0.7328 0.0 0.0 0.0
H -4.6400 -4.0661 0.5683 0.0 0.0 0.0
H -6.7263 -3.1322 -0.2036 0.0 0.0 0.0
H -7.9802 -1.3675 -1.3985 0.0 0.0 0.0
H -6.7649 0.5219 -2.4266 0.0 0.0 0.0
H -4.3170 0.6670 -2.2677 0.0 0.0 0.0
C 1.9968 -4.1862 1.0619 0.0 0.0 0.0
C 2.1298 -3.7762 -0.3787 0.0 -0.1 0.0
O 2.2463 -2.2946 -0.4871 -0.3 0.1 -0.1
H 1.9105 -5.2720 1.1112 0.0 0.0 0.0
H 1.1097 -3.7478 1.5183 0.0 0.0 0.0
H 2.8775 -3.9039 1.6411 0.0 0.0 0.0
H 1.2532 -4.0209 -0.9727 0.0 0.0 0.0
H 3.0149 -4.1847 -0.8614 0.0 0.0 0.0
H 3.0140 -2.0046 0.0267 0.0 0.1 0.0
O 1.8869 0.9904 1.1391 0.0 0.0 -0.1
B 0.7872 0.1958 0.8996 -0.1 0.0 0.0
O -0.1559 0.2505 1.8903 0.0 0.0 0.0
C 0.3761 1.1475 2.8191 0.0 0.0 0.0
C -0.1682 1.5685 4.0091 0.0 0.0 0.0
C 0.5962 2.4716 4.7423 0.0 0.0 0.0
C 1.8371 2.9162 4.2916 0.0 0.0 0.0
C 2.3754 2.4791 3.0845 0.0 0.0 0.0
C 1.6065 1.5898 2.3724 0.0 0.0 0.0
H -1.1302 1.2164 4.3535 0.0 0.0 0.0
H 0.2173 2.8355 5.6871 0.0 0.0 0.0
H 2.3976 3.6171 4.8941 0.0 0.0 0.0
H 3.3382 2.8179 2.7291 0.0 0.0 0.0
```
Positions in Å, forces in eV/Å.

The calculation puts the relative energy (zero: lowest compared OMol25 entry of this formula, charge and spin) at 0.00 kJ/mol. The spin multiplicity is 2. For the gap between HOMO and LUMO (spin up / spin down), the calculation gives 4.8 / 5.7 eV. The calculation puts the HOMO energy (spin up / spin down) at -13.68 / -13.63 eV. The value obtained for the max |F| is 0.6 eV Å⁻¹. The total charge is +2.

- Which of these has the lowest total charge?
  C39H36CrN5O5Te

- Among the records above, which one has the highest max |F|?
  C39H36CrN5O5Te

- Number 1 is which compound?
  C39H36CrN5O5Te